Entry 1:
C20H14CsF6N6O5S2 | ωB97M-V/def2-TZVPD

Geometry as XYZ:
```
54
Properties=species:S:1:pos:R:3:lowdin_charge:R:1
Cs 0.34 -0.44 -0.35 1.5210
O -1.64 -3.66 2.16 -0.0572
C -1.14 -2.53 1.95 -0.5773
N -1.59 -1.60 1.13 -0.1548
C -2.73 -2.07 0.39 -0.2358
C -3.16 -1.26 -0.80 -0.2760
C -4.29 -1.71 -1.50 -0.0329
C -4.71 -1.03 -2.63 -0.0792
C -4.00 0.09 -3.04 -0.0808
C -2.89 0.45 -2.29 -0.1583
N -2.48 -0.19 -1.20 0.0106
C 0.15 -2.22 2.68 -0.2076
C 0.55 -3.11 3.68 -0.0104
C 1.78 -2.93 4.29 -0.0739
C 2.59 -1.88 3.87 -0.0784
C 2.10 -1.05 2.88 -0.1569
N 0.92 -1.20 2.30 -0.0412
H -3.61 -2.18 1.05 0.1248
H -2.54 -3.10 0.03 0.1250
H -4.82 -2.59 -1.15 0.1135
H -5.58 -1.37 -3.18 0.1002
H -4.29 0.65 -3.92 0.0961
H -2.30 1.32 -2.58 0.1122
H -0.10 -3.93 3.93 0.1077
H 2.11 -3.61 5.07 0.0992
H 3.57 -1.72 4.31 0.0947
H 2.70 -0.22 2.52 0.1079
F 2.36 3.27 -3.75 0.1243
C 3.30 2.52 -3.15 -0.6599
F 4.03 1.92 -4.09 0.1388
F 4.10 3.32 -2.44 0.1289
S 2.50 1.29 -2.01 0.4638
O 1.80 2.14 -1.09 -0.3688
O 3.56 0.48 -1.50 -0.2886
N 1.51 0.50 -2.96 -0.3646
S 1.88 -1.03 -3.16 0.5198
O 3.07 -1.28 -3.90 -0.2578
O 1.61 -1.81 -1.99 -0.5897
C 0.52 -1.47 -4.34 -0.6604
F 0.57 -2.79 -4.56 0.1353
F 0.68 -0.83 -5.50 0.1332
F -0.69 -1.17 -3.86 0.1243
N 0.17 5.79 4.26 0.1485
C -0.43 4.93 3.80 -0.1913
C -1.20 3.87 3.24 -0.2150
C -2.53 3.68 3.61 -0.0243
C -3.24 2.63 3.05 -0.0481
C -2.59 1.81 2.13 -0.1114
N -1.33 2.00 1.76 0.0912
C -0.65 2.99 2.30 -0.0732
H -2.99 4.35 4.33 0.1173
H -4.27 2.45 3.32 0.1038
H -3.09 0.96 1.68 0.1045
H 0.38 3.11 1.97 0.1274
```

Calculated values
Gap between HOMO and LUMO (eV): 7.2
Highest occupied orbital energy (eV): -5.114
Charge: -1
Strongest force on any atom (eV/A): 2.45
E (eV): -78670.2811

---

Entry 2:
C20H14O5S2Sc | ωB97M-V/def2-TZVPD

Geometry as XYZ:
```
42
Properties=species:S:1:pos:R:3:lowdin_charge:R:1
Sc 0.04 -1.33 -0.75 0.6710
O 4.05 -2.01 -1.10 0.0707
C 3.04 -1.85 -0.46 -0.5356
O 1.88 -1.54 -1.02 -0.1532
C 3.05 -1.90 1.05 -0.1467
C 4.31 -1.67 1.62 -0.0419
C 4.49 -1.62 2.99 -0.1073
C 3.38 -1.81 3.81 -0.1089
C 2.14 -2.07 3.26 -0.1421
C 1.94 -2.14 1.88 -0.5944
S 0.33 -2.66 1.35 0.5837
H 5.14 -1.52 0.94 0.1100
H 5.47 -1.43 3.41 0.0889
H 3.49 -1.76 4.89 0.0925
H 1.29 -2.24 3.91 0.0860
S -1.43 -3.00 -1.99 0.5360
C -3.04 -2.40 -1.58 -0.6925
C -4.05 -3.30 -1.21 -0.1339
C -5.32 -2.85 -0.90 -0.1107
C -5.63 -1.50 -0.94 -0.1232
C -4.65 -0.60 -1.31 -0.1046
C -3.37 -1.04 -1.63 -0.1301
H -3.80 -4.35 -1.17 0.0928
H -6.08 -3.57 -0.61 0.0927
H -6.63 -1.15 -0.70 0.0878
H -4.87 0.46 -1.35 0.0962
H -2.62 -0.32 -1.95 0.0819
O 0.36 2.88 -2.97 0.0847
C 0.48 3.40 -1.72 -0.2495
C 0.75 4.75 -1.54 -0.0313
C 0.89 5.28 -0.27 -0.0902
C 0.75 4.46 0.85 -0.0868
C 0.47 3.12 0.67 -0.0058
C 0.32 2.57 -0.60 -0.0483
C 0.00 1.11 -0.67 -0.5486
O -0.20 0.51 -1.77 -0.0528
O -0.07 0.45 0.41 -0.0757
H 0.52 3.59 -3.61 0.1079
H 0.86 5.39 -2.41 0.1094
H 1.10 6.33 -0.15 0.1006
H 0.87 4.87 1.85 0.0985
H 0.36 2.45 1.51 0.1231
```

Calculated values
Energy relative to the best compared isomer or geometry (same formula, charge and spin) (kJ/mol): 0.00
Gap between HOMO and LUMO (eV): 7.0
Highest occupied orbital energy (eV): -4.603
Charge: -1
Strongest force on any atom (eV/A): 1.53
E (eV): -73583.9685

---

Entry 3:
C20H15Cl5IrN4O2 | ωB97M-V/def2-TZVPD

Geometry as XYZ:
```
47
Properties=species:S:1:pos:R:3:lowdin_charge:R:1
Ir -0.65 -0.64 0.28 1.2429
N 1.80 1.81 2.49 0.2314
C 0.79 1.19 1.90 -0.4796
O 1.01 0.13 1.26 -0.1383
C -0.61 1.71 2.01 -0.1621
C -1.44 1.20 0.82 -0.2874
H 2.73 1.43 2.43 0.1390
H 1.66 2.67 3.01 0.1310
H -0.62 2.79 2.14 0.1246
H -0.99 1.28 2.95 0.1205
H -1.35 1.90 -0.01 0.0484
H -2.50 1.18 1.10 0.0574
C 0.07 -1.79 5.63 -0.0558
C -1.26 -1.43 5.48 -0.0563
C -1.82 -1.33 4.22 -0.0190
C -1.01 -1.58 3.12 -0.2434
C 0.32 -1.94 3.24 -0.0167
C 0.85 -2.06 4.51 -0.0480
N -1.57 -1.48 1.79 -0.1066
N -2.71 -1.98 1.65 0.1591
C -3.15 -1.91 0.33 -0.2772
C -4.38 -2.45 -0.02 0.0354
C -4.75 -2.41 -1.36 -0.0165
C -3.88 -1.84 -2.28 -0.0101
C -2.68 -1.31 -1.86 -0.0698
N -2.32 -1.34 -0.57 -0.0550
H 0.49 -1.88 6.62 0.1138
H -1.87 -1.23 6.35 0.1141
H -2.86 -1.06 4.08 0.1172
H 0.90 -2.16 2.35 0.1084
H 1.88 -2.37 4.63 0.1158
H -5.00 -2.89 0.74 0.1304
H -5.70 -2.82 -1.67 0.1250
H -4.13 -1.80 -3.33 0.1239
H -1.98 -0.86 -2.54 0.1055
Cl 3.19 -2.54 -5.42 0.7033
C 2.38 -2.48 -3.91 -0.7153
C 1.79 -1.30 -3.47 -0.7082
Cl 1.86 0.13 -4.42 0.7162
C 1.14 -1.29 -2.25 -0.5161
Cl 0.41 0.22 -1.69 0.7912
C 1.03 -2.39 -1.40 -0.4743
O 0.42 -2.37 -0.25 -0.2580
C 1.64 -3.58 -1.87 -0.6126
Cl 1.52 -4.97 -0.87 0.7428
C 2.29 -3.62 -3.09 -0.6918
Cl 3.01 -5.09 -3.62 0.7208
```

Calculated values
Energy relative to the best compared isomer or geometry (same formula, charge and spin) (kJ/mol): 0.00
Gap between HOMO and LUMO (eV): 6.0
Highest occupied orbital energy (eV): -10.527
Charge: +1
Strongest force on any atom (eV/A): 0.07
E (eV): -96485.3792

---

Entry 4:
C20H15Cl8CuN6O2P | ωB97M-V/def2-TZVPD

Geometry as XYZ:
```
53
Properties=species:S:1:pos:R:3:lowdin_spin:R:1
Cu 0.25 -1.05 -1.56 0.6565
C 2.91 0.32 2.69 0.0003
N 2.80 -0.35 1.41 0.0009
C 3.50 -1.47 1.01 0.0009
C 3.14 -1.70 -0.28 0.0026
N 2.25 -0.74 -0.69 0.0339
C 2.06 0.07 0.34 0.0049
P 1.14 1.64 0.38 -0.0036
C -0.87 2.26 1.44 -0.0005
N -0.75 0.06 -0.26 0.0401
C -1.88 -0.88 1.91 0.0009
C -3.31 0.61 0.12 0.0056
N -1.17 3.33 1.83 0.0007
C -1.35 4.61 2.41 0.0001
C 0.86 1.85 -1.40 0.0007
N 0.62 0.93 -2.32 0.0261
C 0.32 1.58 -3.48 0.0022
C 0.39 2.92 -3.27 0.0006
N 0.74 3.09 -1.96 0.0008
C 0.88 4.37 -1.30 0.0004
H 3.29 -0.40 3.42 0.0001
H 3.59 1.17 2.63 0.0000
H 1.93 0.66 3.02 0.0000
H 4.16 -1.99 1.68 0.0001
H 3.46 -2.49 -0.94 -0.0001
H -2.77 -1.29 2.34 -0.0001
H -3.79 1.50 0.49 0.0002
H -1.50 4.48 3.48 0.0000
H -0.46 5.23 2.24 0.0001
H -2.22 5.10 1.99 0.0000
H 0.07 1.04 -4.38 0.0002
H 0.23 3.76 -3.93 0.0001
H 1.43 5.06 -1.94 0.0000
H -0.10 4.80 -1.08 0.0001
H 1.43 4.24 -0.37 0.0001
Cl -0.40 -1.66 2.10 0.0062
C -0.12 -2.98 0.88 0.0192
C 0.11 -2.69 -0.43 0.1232
C 0.35 -3.79 -1.23 0.0146
Cl 0.69 -3.44 -2.90 0.0174
C 0.34 -5.10 -0.79 0.0037
Cl 0.64 -6.40 -1.87 0.0038
C 0.10 -5.35 0.56 -0.0052
Cl 0.09 -6.96 1.16 -0.0019
C -0.14 -4.27 1.41 0.0047
Cl -0.42 -4.56 3.09 0.0040
Cl -1.82 0.32 0.69 0.0086
C -3.80 -0.29 -0.96 0.0021
Cl -5.28 -1.19 -0.40 0.0004
Cl -4.35 0.73 -2.35 0.0004
C -2.69 -1.36 -1.47 0.0023
O -2.66 -2.39 -0.80 0.0014
O -1.91 -0.97 -2.37 0.0203
```

Calculated values
Multiplicity: 2
Energy relative to the best compared isomer or geometry (same formula, charge and spin) (kJ/mol): 1606.75
Gap between HOMO and LUMO (spin up / spin down) (eV): 6.2 / 6.2
Highest occupied orbital energy (spin up / spin down) (eV): -7.385 / -7.362
Strongest force on any atom (eV/A): 2.95
E (eV): -188111.3712